{"formula": "C29H44BrHgN3P2", "method": "wB97M-V/def2-TZVPD", "elements": ["H", "H", "H", "H", "C", "H", "H", "C", "C", "H", "H", "C", "H", "H", "H", "C", "H", "C", "H", "C", "C", "H", "N", "H", "H", "H", "C", "Br", "C", "C", "N", "H", "C", "H", "H", "P", "C", "H", "H", "Hg", "H", "P", "C", "H", "H", "H", "H", "H", "C", "N", "H", "H", "C", "C", "C", "C", "H", "H", "C", "H", "H", "H", "C", "C", "C", "C", "H", "H", "H", "H", "C", "H", "C", "C", "H", "H", "C", "C", "H", "H"], "xyz": [[5.52961, 3.20418, -1.44670], [0.66338, 1.15440, -3.94288], [1.31230, 3.13185, -5.56946], [1.02659, 2.26574, -2.60710], [-1.43011, 1.34303, -1.04161], [1.98642, -0.40666, -2.74963], [0.93530, -0.64553, 3.97744], [0.45708, 0.16925, 4.49972], [1.24523, -1.00738, 0.61900], [-2.90551, -0.22314, -0.62821], [-2.58657, 1.95644, 2.59467], [-0.33661, -7.54207, -1.33252], [-0.39808, -9.30391, -2.58886], [3.18508, 3.07223, -1.88325], [-1.23121, 2.13541, -1.78681], [-0.74053, -1.06441, 1.99895], [-4.00471, 3.65128, 1.44786], [-2.86122, 1.79111, 1.53799], [-4.41398, 2.50641, 0.13737], [2.92295, -1.21212, -4.55681], [-0.51736, -8.90784, -1.57091], [-1.46281, -0.57102, 2.65996], [0.09084, 1.35068, 3.94687], [-0.35142, 4.12494, 5.56436], [0.41186, -0.61933, 6.54897], [-0.63421, 1.67192, 7.10807], [-0.91420, -2.42068, 1.70555], [0.88832, 4.08671, 2.43605], [-0.49414, -7.04770, -0.01390], [0.20348, 0.17628, 5.84531], [-0.33324, 1.35991, 6.15883], [-4.97444, 2.20443, 1.80206], [-1.22094, 4.00498, 0.31198], [-1.35895, 4.45302, 1.31314], [1.15029, 4.19321, -4.15081], [3.06127, 1.54916, -3.83515], [5.25903, 2.47360, -2.23018], [-1.16628, 3.79843, 3.96265], [2.09566, -0.46828, 0.18519], [0.58219, 1.62079, 1.89359], [-0.55324, 0.67347, -1.09427], [-1.29098, 2.17139, 0.61733], [-4.13007, 2.58399, 1.19938], [5.84973, 1.55607, -2.05916], [3.54215, 1.38093, -1.46587], [-1.78557, 4.42205, -1.76573], [1.79268, -2.87198, -0.34376], [5.57198, 2.89897, -3.19958], [-0.40033, 2.05784, 5.00610], [-0.83629, -9.80392, -0.62042], [-0.96469, -7.66809, 2.02459], [-3.59775, 1.20847, -1.43624], [1.25334, 2.04970, -3.67003], [-2.14060, 4.63313, -0.74240], [-0.99300, 3.42842, 4.98277], [0.84338, 3.22115, -4.57371], [-3.17993, 4.27733, -0.66037], [-1.24630, -10.07601, 1.39821], [1.08217, -2.36272, 0.31564], [-1.75680, -2.97575, 2.13077], [3.76121, -0.47750, -2.68845], [1.92982, -1.28191, -5.03612], [0.34077, -0.32409, 1.46558], [-0.17499, -4.47766, 0.55161], [-0.00379, -3.09828, 0.85521], [-0.32302, -5.66913, 0.28941], [3.21300, -2.23307, -4.24990], [-0.25260, 3.24843, -4.71241], [-0.16368, 4.19306, 0.05029], [-3.01770, 0.70282, 1.41215], [-0.83016, -7.99136, 0.98829], [-2.15161, 5.73061, -0.61748], [2.90396, -0.26067, -3.35357], [-0.98568, -9.33419, 0.63059], [-0.07717, -6.86015, -2.14765], [-2.59023, 0.06204, -2.35502], [3.75392, 2.17728, -2.20504], [-2.70740, 0.56238, -1.37729], [-1.99401, 3.38543, 5.45931], [3.63913, -0.86778, -5.32355]], "forces_ev_per_a": [[-0.160, -0.424, -0.345], [0.427, 0.286, 0.006], [-0.367, 0.048, 0.376], [0.630, -0.169, -0.360], [0.774, 0.095, -0.142], [0.288, 0.583, -0.298], [-0.121, 0.222, -0.108], [0.540, -1.317, 1.598], [-0.371, 0.120, 0.017], [0.106, 0.282, -0.336], [-0.204, -0.141, -0.228], [-0.042, 0.154, 0.506], [-0.062, 0.171, 0.492], [0.214, -0.369, -0.516], [-0.248, -0.212, 0.274], [0.129, 0.306, -0.317], [-0.069, -0.416, -0.129], [0.543, -0.363, 0.358], [0.117, 0.003, 0.464], [-0.167, -0.360, -0.425], [-0.042, -0.039, 0.171], [0.282, -0.257, -0.216], [-1.282, 0.621, 4.152], [-0.452, -0.247, -0.561], [-0.127, 0.300, 0.021], [0.351, -0.287, -1.430], [0.383, 0.002, -0.248], [1.476, -0.126, 0.060], [-0.204, -1.626, -0.340], [1.108, -2.412, -0.410], [-0.524, 1.158, 0.087], [0.431, 0.104, -0.251], [-0.021, -0.070, -0.168], [-0.053, -0.186, -0.640], [-0.079, -0.408, -0.169], [-2.290, -1.083, 4.056], [0.587, 0.053, 0.008], [0.335, -0.152, 0.580], [-0.264, -0.244, 0.166], [1.408, 1.996, 0.286], [-0.350, 0.061, 0.027], [-3.241, 1.368, -2.315], [-0.125, 0.323, -0.113], [-0.238, 0.428, -0.121], [-0.144, 0.156, -0.558], [-0.174, 0.069, 0.379], [-0.255, 0.184, 0.315], [-0.092, -0.091, 0.485], [-0.233, 1.144, -1.135], [0.112, 0.893, 0.189], [0.050, -0.170, -0.412], [0.406, -0.218, 0.005], [-0.330, 0.105, -1.188], [-0.342, -0.205, -0.213], [-0.660, 0.138, 0.348], [-0.082, 0.468, -0.184], [0.404, 0.221, -0.092], [0.128, 0.347, -0.382], [-0.356, -0.063, 0.213], [0.351, 0.253, -0.156], [-0.256, 0.210, -0.400], [0.445, 0.074, 0.187], [0.204, -3.244, -1.069], [-0.315, -2.494, -0.574], [0.149, 1.042, 0.230], [0.330, 2.654, 0.575], [-0.152, 0.518, -0.122], [0.534, -0.036, 0.085], [-0.522, 0.025, 0.173], [0.071, 0.493, 0.112], [0.104, 0.360, -0.387], [0.066, -0.505, -0.029], [1.028, -0.555, -0.718], [0.039, 0.010, -0.175], [-0.109, -0.310, 0.305], [-0.033, 0.242, 0.435], [0.528, 0.877, -0.184], [-0.216, -0.141, 0.087], [0.538, 0.078, -0.014], [-0.246, -0.308, 0.348]], "mulliken_charge": [0.367, 0.476, 0.414, -0.231, 0.356, 0.092, 0.553, -0.482, -0.354, 0.283, 0.400, -0.449, 0.353, 0.448, 0.123, 0.720, 0.344, -0.344, 0.198, -1.220, -0.291, 0.636, 0.200, 0.366, 0.414, 0.281, -1.011, -0.513, 0.601, -0.672, -0.047, 0.429, -0.716, 0.285, 0.351, 0.396, -1.181, 0.133, 0.459, 0.502, 0.012, 0.799, -1.346, 0.326, -0.037, 0.256, 0.478, 0.339, 0.181, -0.557, 0.388, 0.278, 0.166, -1.215, -1.227, -1.303, 0.241, 0.359, -0.868, 0.496, 0.476, 0.321, -0.529, -0.815, 0.840, 0.088, 0.374, 0.356, 0.552, 0.348, -0.460, 0.410, -0.212, -0.291, 0.373, 0.412, -0.039, -1.411, 0.413, 0.361], "largest_force_ev_per_a": 4.8, "homo_lumo_gap_ev": [5.1, 2.9], "molar_mass_g_mol": 777.1, "e_homo_ha": [-0.4637, -0.4634], "charge": 2, "energy_ev": -128032.7326}

=====

{"formula": "C6H2Cl4O2", "method": "wB97M-V/def2-TZVPD", "elements": ["H", "C", "C", "O", "C", "Cl", "Cl", "C", "H", "Cl", "O", "Cl", "C", "C"], "xyz": [[-1.86431, -0.64644, 2.43844], [-1.56704, -0.37328, 0.24530], [1.81242, 0.40971, -0.13785], [0.05739, -0.13463, 1.83547], [0.97623, 0.40863, -1.48400], [0.74822, 1.95966, -2.21631], [3.02910, -0.88060, -0.06898], [-1.25045, -0.42035, 1.58895], [-3.39278, -0.92515, 0.28466], [2.60587, 1.94819, 0.22217], [-2.74079, -0.61447, -0.35969], [1.35745, -0.82667, -2.62548], [-0.34709, -0.01421, -0.35794], [0.57577, 0.10961, 0.63526]], "forces_ev_per_a": [[-0.005, -0.009, 0.187], [0.152, -0.087, 1.008], [0.442, -0.068, 0.786], [0.767, 0.106, 0.573], [-3.241, -0.916, 2.197], [-0.022, 0.178, -0.334], [0.153, -0.013, 0.164], [-0.695, -0.138, -0.687], [0.187, 0.105, -0.162], [0.118, 0.058, 0.171], [-0.452, -0.108, -0.093], [0.051, -0.112, -0.396], [3.792, 1.094, -1.675], [-1.247, -0.089, -1.739]], "nbo_charge": [0.206, 0.219, -0.116, -0.367, -0.097, 0.070, 0.023, 0.002, 0.487, 0.028, -0.644, 0.076, -0.093, 0.205], "largest_force_ev_per_a": 4.3, "homo_lumo_gap_ev": 9.5, "molar_mass_g_mol": 247.9, "e_homo_ha": -0.3333, "smiles": "Oc1coc2c1C(Cl)(Cl)C2(Cl)Cl", "energy_ev": -60435.7585}

=====

{"formula": "C6H12O", "method": "wB97M-V/def2-TZVPD", "elements": ["C", "H", "C", "C", "H", "H", "C", "H", "O", "H", "H", "H", "H", "H", "H", "H", "C", "C", "H"], "xyz": [[-1.10054, -0.34724, 0.00860], [-2.11306, -1.99421, -0.96894], [1.37724, 0.20019, -1.06385], [1.09705, 0.05795, 0.37747], [2.45404, 0.08406, -1.24466], [2.10616, 1.37490, 1.74805], [2.08059, 0.31049, 1.46161], [-0.78405, 1.71000, 0.16894], [-0.01450, -0.57591, 0.74641], [1.04594, 1.13247, -1.55711], [-3.13036, -1.05282, 0.10857], [0.82628, -0.60890, -1.57776], [-2.41034, 1.25436, -0.46500], [1.80587, -0.26483, 2.35529], [3.10241, 0.03613, 1.16333], [-0.98174, 1.27291, -1.50962], [-1.33737, 1.02117, -0.49390], [-2.11141, -1.43734, -0.02023], [-1.91220, -2.17339, 0.76282]], "forces_ev_per_a": [[-0.845, -0.055, -0.551], [0.032, 0.083, 0.063], [0.054, -0.133, -0.247], [0.801, 0.440, -0.046], [-0.169, 0.091, -0.013], [0.047, -0.215, 0.024], [0.062, 0.009, 0.133], [-0.163, -0.030, -0.088], [-0.088, -0.445, 0.529], [0.150, -0.122, 0.169], [0.112, 0.019, 0.025], [0.148, 0.158, -0.004], [0.175, -0.045, -0.001], [0.065, 0.118, -0.173], [-0.178, 0.037, 0.015], [-0.088, -0.215, 0.115], [-0.045, 0.303, 0.026], [-0.091, -0.106, -0.008], [0.023, 0.108, 0.031]], "nbo_charge": [0.269, 0.212, -0.685, 0.270, 0.217, 0.213, -0.666, 0.222, -0.417, 0.204, 0.210, 0.222, 0.217, 0.226, 0.209, 0.203, -0.686, -0.666, 0.225], "largest_force_ev_per_a": 1.0, "homo_lumo_gap_ev": [7.4, 7.4], "molar_mass_g_mol": 100.2, "e_homo_ha": [-0.2376, -0.2373], "energy_ev": -8461.0145}

=====

{"formula": "C17H21F9O4S", "method": "wB97M-V/def2-TZVPD", "elements": ["H", "C", "H", "H", "F", "H", "H", "O", "H", "C", "C", "H", "C", "H", "O", "F", "H", "O", "S", "C", "C", "H", "C", "O", "C", "C", "H", "C", "F", "H", "F", "C", "F", "C", "H", "F", "C", "H", "F", "F", "H", "C", "H", "C", "C", "H", "H", "H", "F", "C", "H", "H"], "xyz": [[-1.13187, -1.96841, 1.37030], [4.43548, -1.88730, -2.02989], [1.29327, -1.13951, -3.86546], [-1.69156, -3.77852, 0.07214], [-2.16698, 0.44411, -1.39383], [-0.20084, -3.46919, -0.85209], [5.52836, -2.21559, -2.15295], [3.71956, 2.50316, 1.21447], [-2.08956, 3.01460, -0.75414], [-0.99283, -3.00755, -0.26178], [2.03155, -1.26538, -2.98608], [0.39196, -0.59399, -1.39105], [3.90110, -1.57991, -0.59830], [0.78160, -0.60638, 1.07684], [-0.41032, -2.36797, 0.86594], [-5.78561, -1.13249, 1.42964], [1.15366, 1.40876, -0.29925], [4.13696, 0.32578, 1.88770], [-5.20998, -1.02119, -0.16753], [2.41301, 1.90073, 1.57948], [4.50325, 1.32484, 0.91830], [-0.71738, 0.85394, 0.59937], [-1.13917, 1.87087, 0.90594], [5.36933, 1.19517, 0.01654], [-2.45476, 2.33280, 0.11143], [-3.90747, 0.17416, 0.45248], [1.92701, 3.07169, -0.34949], [0.05667, 2.96537, 0.91273], [-2.95538, -0.60528, 1.20280], [-1.51684, -2.26927, -0.87445], [-4.60260, -1.07818, -1.71799], [2.43265, -1.10008, -0.32571], [-6.36372, -2.14185, -0.64127], [3.49311, -1.75276, -3.25597], [-3.17757, 2.98511, 0.72019], [-4.16914, -2.31356, 0.21289], [1.90249, -0.79963, 1.15136], [4.62997, -1.71694, 0.27663], [-4.13392, 1.74982, -1.54366], [-6.31910, 0.17379, -0.50874], [0.28519, 3.23290, 2.01726], [1.44744, 2.29375, 0.36159], [-0.18950, 3.92983, 0.35257], [1.47565, -0.95584, -1.56366], [-3.21693, 1.10795, -0.64798], [2.41769, 0.15068, 3.04284], [2.24407, 2.40872, 2.60838], [2.01307, -1.78599, 1.74744], [-4.54300, 1.00807, 1.43349], [2.68378, 0.36132, 1.93613], [3.87406, -1.98938, -4.31264], [-1.45588, 1.75416, 2.01707]], "forces_ev_per_a": [[0.167, -0.190, -0.082], [-3.560, 1.010, 0.501], [1.469, -0.277, 1.552], [-0.046, -0.035, -0.207], [-3.071, 0.821, 1.440], [0.008, 0.126, 0.137], [-1.956, 0.570, 0.195], [1.066, -4.098, -0.964], [-0.774, -1.291, 1.182], [-0.208, -0.024, 0.084], [1.335, -0.367, 2.129], [1.979, -0.735, -0.485], [-1.906, 0.262, -2.443], [1.756, 0.022, 0.298], [-0.262, -0.006, 0.150], [0.635, 0.138, -2.855], [0.715, 1.066, 1.050], [-0.227, 1.052, -2.629], [-2.047, -3.687, 0.367], [0.009, 1.246, 0.417], [2.294, 0.205, -1.667], [-0.847, 1.506, 0.059], [-0.406, 0.517, 1.712], [-3.982, 0.820, 4.606], [0.710, 0.109, -1.242], [0.768, 0.760, 2.601], [-0.318, -1.426, 1.518], [0.678, -0.849, 0.606], [-2.020, 2.554, -2.111], [-0.059, -0.161, -0.161], [-1.013, 0.712, 2.415], [1.098, -0.700, -3.429], [2.013, 1.984, 0.932], [-1.190, 0.964, 3.936], [1.046, -1.340, -0.790], [-2.023, 1.733, -1.016], [1.065, -0.575, -0.997], [-1.349, 0.331, -1.469], [1.635, -2.330, 1.865], [2.263, -1.758, 0.426], [-0.625, -0.139, -1.885], [-1.402, 0.793, 0.022], [0.208, -1.450, 0.683], [3.972, -0.957, -0.220], [2.251, 2.828, -0.134], [0.417, 0.663, -1.724], [-0.612, -0.596, -1.986], [-0.149, 1.734, -0.850], [1.591, -1.813, -2.777], [-0.757, -0.164, 1.179], [-0.802, 0.479, 1.869], [0.465, -0.036, -1.809]], "nbo_charge": [0.468, -0.209, 0.223, 0.171, -0.334, 0.196, 0.231, -0.510, 0.242, -0.248, -0.225, 0.226, -0.217, 0.252, -0.736, -0.448, 0.229, -0.520, 2.261, 0.051, 0.976, 0.223, -0.425, -0.539, -0.462, 0.478, 0.251, -0.409, -0.315, 0.163, -0.438, -0.030, -0.412, -0.233, 0.250, -0.456, -0.477, 0.240, -0.319, -0.429, 0.209, -0.437, 0.218, -0.254, 0.647, 0.201, 0.207, 0.251, -0.306, 0.075, 0.233, 0.214], "largest_force_ev_per_a": 6.1, "homo_lumo_gap_ev": 6.9, "molar_mass_g_mol": 492.4, "e_homo_ha": -0.3147, "smiles": "O=C1O[C@@H](CCCCC(F)(F)C(F)(F)S(F)(F)(F)(F)F)[C@@H](Cc2ccccc2)O1.CO", "energy_ev": -61442.3342}

=====

Q: Which formula does entry 1 have?
A: C29H44BrHgN3P2